{"formula": "C13H31ClN4O15PS3", "method": "ωB97M-V/def2-TZVPD", "species": ["C", "C", "O", "P", "O", "C", "C", "S", "O", "O", "N", "S", "O", "O", "C", "C", "C", "C", "S", "O", "O", "Cl", "O", "C", "C", "H", "H", "H", "H", "H", "H", "H", "H", "H", "H", "H", "H", "H", "H", "H", "H", "H", "H", "H", "H", "H", "H", "C", "N", "O", "O", "H", "H", "H", "C", "N", "O", "O", "H", "H", "H", "C", "N", "O", "O", "H", "H", "H"], "coordinates": [[-2.760, 1.068, 6.934], [-3.893, 2.028, 6.659], [-3.696, 2.699, 5.396], [-4.475, 2.181, 4.100], [-5.220, 0.934, 4.311], [-3.254, 2.249, 2.774], [-1.787, 2.096, 3.182], [-1.220, 0.410, 3.472], [-0.433, 0.470, 4.686], [-2.389, -0.440, 3.507], [-0.332, 0.235, 2.160], [0.139, -1.203, 1.671], [-0.728, -1.739, 0.633], [0.489, -2.124, 2.729], [1.659, -0.763, 0.825], [1.401, -0.336, -0.621], [1.370, -1.530, -1.595], [0.082, -1.492, -2.409], [-0.040, -2.828, -3.588], [1.110, -3.675, -3.523], [-1.348, -3.398, -3.552], [0.080, -1.904, -5.447], [-5.424, 3.417, 3.688], [-6.154, 4.145, 4.673], [-7.135, 3.294, 5.483], [-2.878, 0.692, 7.955], [-2.781, 0.220, 6.252], [-1.796, 1.570, 6.871], [-4.851, 1.508, 6.666], [-3.928, 2.816, 7.415], [-3.546, 1.481, 2.058], [-3.357, 3.234, 2.317], [-1.170, 2.469, 2.369], [-1.544, 2.673, 4.072], [2.256, -1.676, 0.862], [2.167, 0.013, 1.391], [0.430, 0.161, -0.649], [2.163, 0.371, -0.936], [1.404, -2.477, -1.059], [2.221, -1.501, -2.275], [-0.786, -1.615, -1.758], [-0.025, -0.556, -2.958], [-6.697, 4.906, 4.114], [-5.453, 4.670, 5.326], [-6.779, 3.129, 6.499], [-7.296, 2.332, 5.001], [-8.095, 3.808, 5.558], [4.283, -1.531, -5.960], [4.407, -1.023, -4.567], [3.447, -0.443, -4.102], [5.454, -1.225, -3.987], [3.294, -1.265, -6.316], [5.068, -1.066, -6.549], [4.412, -2.606, -5.935], [5.415, -6.537, -6.930], [5.029, -5.113, -7.124], [3.892, -4.793, -6.849], [5.889, -4.361, -7.541], [4.551, -7.072, -6.554], [5.740, -6.916, -7.895], [6.238, -6.552, -6.223], [4.409, 2.872, -3.845], [3.204, 2.357, -3.140], [2.133, 2.445, -3.706], [3.391, 1.868, -2.049], [4.101, 3.268, -4.805], [4.850, 3.637, -3.213], [5.092, 2.033, -3.949]], "nbo_charge": [-0.637, -0.060, -0.844, 2.384, -1.095, -0.818, -0.663, 2.318, -0.987, -0.973, -1.295, 2.327, -1.011, -0.973, -0.655, -0.422, -0.404, -0.655, 2.124, -0.908, -0.896, -0.302, -0.819, -0.058, -0.660, 0.197, 0.252, 0.223, 0.197, 0.165, 0.278, 0.244, 0.245, 0.240, 0.223, 0.238, 0.222, 0.235, 0.224, 0.220, 0.301, 0.253, 0.178, 0.176, 0.206, 0.253, 0.203, -0.485, 0.538, -0.382, -0.387, 0.237, 0.225, 0.249, -0.484, 0.535, -0.361, -0.390, 0.237, 0.232, 0.237, -0.485, 0.541, -0.375, -0.366, 0.224, 0.230, 0.237], "gap_ev": 6.685, "e_homo_ha": -0.201, "total_charge": -1}


{"formula": "C78H102O16", "method": "ωB97M-V/def2-TZVPD", "species": ["C", "C", "C", "O", "C", "C", "C", "O", "H", "H", "H", "H", "C", "C", "C", "O", "C", "C", "C", "O", "H", "H", "H", "H", "C", "C", "C", "O", "C", "C", "C", "O", "H", "H", "H", "H", "C", "C", "C", "O", "C", "C", "C", "O", "H", "H", "H", "H", "C", "C", "C", "O", "C", "C", "C", "O", "H", "H", "H", "H", "C", "C", "C", "O", "C", "C", "C", "O", "H", "H", "H", "H", "C", "C", "C", "O", "C", "C", "C", "O", "H", "H", "H", "H", "C", "C", "C", "O", "C", "C", "C", "O", "H", "H", "H", "H", "C", "C", "C", "C", "C", "C", "H", "H", "H", "H", "H", "H", "H", "H", "H", "H", "H", "H", "H", "H", "C", "C", "C", "C", "C", "C", "H", "H", "H", "H", "H", "H", "H", "H", "H", "H", "H", "H", "H", "H", "C", "C", "C", "C", "C", "C", "H", "H", "H", "H", "H", "H", "H", "H", "H", "H", "H", "H", "H", "H", "C", "C", "C", "C", "C", "C", "H", "H", "H", "H", "H", "H", "H", "H", "H", "H", "H", "H", "H", "H", "C", "C", "C", "C", "C", "C", "H", "H", "H", "H", "H", "H", "H", "H", "H", "H", "H", "H", "H", "H"], "coordinates": [[-24.691, -13.415, -1.886], [-24.723, -13.085, -3.155], [-23.859, -12.031, -3.801], [-23.855, -11.845, -4.986], [-22.965, -11.222, -2.926], [-22.901, -11.622, -1.649], [-23.687, -12.742, -1.061], [-23.646, -12.931, 0.149], [-25.356, -14.160, -1.564], [-25.449, -13.627, -3.798], [-22.534, -10.312, -3.311], [-22.396, -11.116, -0.863], [-27.022, -9.447, -6.989], [-26.921, -8.781, -5.846], [-25.942, -7.668, -5.698], [-25.882, -7.032, -4.662], [-25.098, -7.370, -6.924], [-25.205, -8.067, -8.047], [-26.319, -9.108, -8.277], [-26.471, -9.721, -9.312], [-27.734, -10.308, -7.148], [-27.403, -8.984, -4.932], [-24.273, -6.644, -6.874], [-24.530, -8.005, -8.868], [-30.444, -14.432, -1.151], [-31.305, -14.031, -2.080], [-32.798, -14.132, -1.860], [-33.588, -14.052, -2.758], [-33.270, -14.458, -0.450], [-32.426, -14.929, 0.457], [-31.001, -14.899, 0.182], [-30.169, -15.391, 0.990], [-29.388, -14.380, -1.223], [-30.937, -13.764, -3.115], [-34.323, -14.624, -0.313], [-32.727, -15.490, 1.359], [-34.536, -5.120, -0.293], [-34.328, -4.410, 0.772], [-33.305, -4.747, 1.775], [-33.191, -4.030, 2.730], [-32.428, -5.827, 1.583], [-32.538, -6.550, 0.499], [-33.617, -6.266, -0.480], [-33.675, -7.018, -1.407], [-35.306, -5.027, -1.082], [-34.867, -3.510, 1.084], [-31.686, -5.924, 2.343], [-31.875, -7.374, 0.257], [-34.486, -10.310, -3.225], [-33.336, -10.753, -3.675], [-32.137, -10.907, -2.861], [-31.140, -11.415, -3.239], [-32.201, -10.479, -1.426], [-33.345, -9.996, -0.959], [-34.610, -9.871, -1.827], [-35.594, -9.341, -1.354], [-35.393, -10.380, -3.831], [-33.231, -11.037, -4.722], [-31.303, -10.636, -0.842], [-33.425, -9.793, 0.050], [-27.363, -15.147, 3.257], [-27.226, -15.072, 1.919], [-27.023, -13.760, 1.227], [-26.953, -13.677, 0.008], [-26.826, -12.520, 2.008], [-26.854, -12.620, 3.358], [-27.228, -13.885, 4.056], [-27.283, -13.833, 5.252], [-27.382, -16.075, 3.774], [-27.230, -15.914, 1.280], [-26.590, -11.615, 1.426], [-26.774, -11.686, 3.946], [-31.925, -7.509, -3.979], [-32.152, -7.384, -5.264], [-31.082, -7.136, -6.241], [-31.352, -7.418, -7.419], [-29.788, -6.704, -5.683], [-29.561, -6.656, -4.349], [-30.605, -7.190, -3.402], [-30.374, -7.244, -2.228], [-32.663, -7.674, -3.216], [-33.137, -7.582, -5.680], [-29.021, -6.528, -6.370], [-28.607, -6.324, -3.868], [-27.204, -4.734, -1.154], [-26.708, -4.732, 0.056], [-27.405, -4.294, 1.244], [-26.810, -4.353, 2.321], [-28.744, -3.764, 1.128], [-29.345, -3.755, -0.059], [-28.632, -4.316, -1.205], [-29.231, -4.232, -2.295], [-26.756, -5.067, -2.051], [-25.683, -5.016, 0.171], [-29.195, -3.279, 1.959], [-30.315, -3.281, -0.266], [-30.916, -16.676, 4.765], [-31.501, -15.282, 5.108], [-30.975, -14.174, 4.147], [-31.874, -12.899, 4.048], [-31.355, -12.018, 2.911], [-32.055, -10.676, 2.674], [-29.836, -16.606, 4.602], [-31.286, -17.093, 3.882], [-31.026, -17.475, 5.496], [-32.589, -15.336, 5.014], [-31.301, -15.019, 6.121], [-30.846, -14.629, 3.166], [-29.970, -13.845, 4.382], [-32.918, -13.107, 3.886], [-31.864, -12.360, 4.974], [-30.241, -11.867, 3.134], [-31.337, -12.580, 1.993], [-32.800, -10.899, 1.965], [-32.460, -10.284, 3.592], [-31.365, -9.928, 2.400], [-24.391, -6.795, 3.575], [-24.623, -5.624, 4.503], [-23.900, -5.695, 5.850], [-24.463, -4.666, 6.850], [-25.900, -4.923, 7.315], [-26.236, -4.027, 8.479], [-23.269, -6.952, 3.441], [-24.944, -6.638, 2.618], [-24.712, -7.756, 3.951], [-24.298, -4.677, 4.050], [-25.705, -5.566, 4.736], [-22.766, -5.479, 5.759], [-23.925, -6.706, 6.261], [-23.856, -4.644, 7.788], [-24.418, -3.643, 6.406], [-26.576, -4.769, 6.502], [-25.979, -5.923, 7.636], [-27.330, -4.118, 8.657], [-25.712, -4.016, 9.439], [-26.197, -3.019, 8.111], [-28.714, -6.274, 3.772], [-29.681, -6.831, 4.865], [-28.974, -7.267, 6.153], [-28.252, -8.651, 6.087], [-27.074, -8.678, 7.070], [-26.298, -9.991, 7.139], [-28.627, -5.160, 3.902], [-29.095, -6.562, 2.803], [-27.666, -6.600, 3.919], [-30.405, -6.041, 5.067], [-30.234, -7.606, 4.349], [-29.602, -7.353, 7.047], [-28.219, -6.544, 6.431], [-28.978, -9.425, 6.291], [-27.856, -8.855, 5.061], [-26.337, -7.877, 6.823], [-27.459, -8.359, 8.077], [-25.515, -9.900, 7.899], [-26.934, -10.780, 7.493], [-25.825, -10.156, 6.183], [-28.818, -8.044, 0.720], [-27.371, -8.447, 1.034], [-26.658, -8.714, -0.304], [-27.148, -10.091, -0.907], [-26.793, -10.311, -2.411], [-27.536, -11.505, -2.965], [-29.568, -8.648, 1.215], [-29.064, -7.943, -0.321], [-28.999, -7.062, 1.031], [-26.809, -7.590, 1.561], [-27.378, -9.365, 1.662], [-25.540, -8.672, -0.195], [-26.976, -7.954, -1.056], [-26.754, -10.966, -0.437], [-28.237, -10.193, -0.742], [-27.017, -9.309, -2.817], [-25.723, -10.535, -2.466], [-27.380, -11.669, -4.001], [-27.180, -12.441, -2.471], [-28.568, -11.426, -2.645], [-22.035, -7.413, -1.806], [-23.021, -7.175, -0.532], [-22.619, -8.076, 0.677], [-21.376, -7.572, 1.299], [-20.852, -8.454, 2.456], [-19.508, -7.892, 3.107], [-22.438, -6.698, -2.568], [-22.237, -8.438, -2.174], [-20.990, -7.297, -1.603], [-23.006, -6.118, -0.224], [-23.991, -7.436, -0.920], [-22.504, -9.118, 0.274], [-23.425, -8.271, 1.417], [-20.570, -7.520, 0.563], [-21.363, -6.558, 1.701], [-21.636, -8.416, 3.232], [-20.725, -9.515, 2.127], [-18.683, -8.085, 2.412], [-19.575, -6.821, 3.283], [-19.227, -8.440, 4.005]], "lowdin_charge": [-0.012, 0.000, -0.393, 0.110, 0.030, 0.026, -0.359, 0.096, 0.095, 0.139, 0.105, 0.094, 0.026, -0.004, -0.367, 0.078, 0.016, 0.022, -0.349, 0.110, 0.142, 0.082, 0.123, 0.106, 0.038, 0.008, -0.368, 0.116, 0.040, -0.008, -0.338, 0.047, 0.099, 0.137, 0.117, 0.139, 0.036, 0.014, -0.434, 0.128, 0.003, 0.051, -0.360, 0.094, 0.142, 0.135, 0.117, 0.116, 0.020, 0.002, -0.429, 0.101, 0.028, 0.024, -0.360, 0.105, 0.135, 0.137, 0.121, 0.074, 0.039, 0.034, -0.354, 0.055, 0.030, 0.037, -0.404, 0.108, 0.108, 0.109, 0.101, 0.121, 0.013, 0.013, -0.358, 0.088, 0.027, 0.047, -0.373, 0.102, 0.088, 0.130, 0.096, 0.120, 0.049, 0.004, -0.383, 0.089, 0.018, 0.029, -0.344, 0.067, 0.115, 0.118, 0.120, 0.138, -0.097, -0.220, -0.194, -0.201, -0.255, -0.083, 0.059, 0.040, 0.067, 0.099, 0.090, 0.073, 0.088, 0.103, 0.102, 0.123, 0.076, 0.044, 0.074, 0.035, -0.111, -0.280, -0.228, -0.222, -0.290, -0.119, 0.075, 0.059, 0.064, 0.116, 0.085, 0.132, 0.099, 0.117, 0.123, 0.088, 0.071, 0.079, 0.079, 0.060, -0.098, -0.234, -0.204, -0.213, -0.283, -0.106, 0.081, 0.023, 0.065, 0.097, 0.085, 0.111, 0.079, 0.102, 0.110, 0.087, 0.123, 0.071, 0.065, 0.059, -0.110, -0.220, -0.186, -0.187, -0.231, -0.095, 0.064, 0.046, 0.015, 0.104, 0.099, 0.096, 0.104, 0.062, 0.112, 0.091, 0.090, 0.058, 0.063, 0.055, -0.067, -0.212, -0.242, -0.271, -0.238, -0.097, 0.076, 0.041, 0.044, 0.099, 0.059, 0.105, 0.097, 0.104, 0.113, 0.085, 0.114, 0.062, 0.061, 0.058], "gap_ev": 8.417, "de_lowest_ev": 0.132, "e_homo_ha": -0.373}


{"formula": "C10H17ClN2O", "method": "ωB97M-V/def2-TZVPD", "species": ["C", "C", "O", "C", "C", "C", "C", "H", "H", "H", "H", "H", "H", "H", "H", "H", "H", "H", "H", "C", "N", "C", "C", "Cl", "C", "N", "H", "H", "H", "H", "H"], "coordinates": [[0.336, -0.210, -1.894], [0.926, 0.385, -0.631], [0.599, 1.522, -0.232], [1.910, -0.459, 0.175], [1.220, -0.392, 1.597], [3.226, 0.401, 0.179], [2.391, -1.815, -0.306], [-0.615, -0.746, -1.590], [1.040, -0.886, -2.562], [-0.262, 0.558, -2.394], [1.087, 0.638, 1.782], [1.896, -0.799, 2.314], [0.395, -1.018, 1.629], [4.103, -0.262, 0.439], [3.090, 1.180, 0.870], [3.422, 0.860, -0.868], [3.069, -2.285, 0.481], [1.623, -2.599, -0.526], [2.996, -1.763, -1.156], [-2.793, 2.445, -0.168], [-2.860, 1.016, 0.068], [-2.558, 0.353, 1.222], [-2.524, -0.978, 0.845], [-2.095, -2.184, 2.064], [-2.805, -0.973, -0.570], [-2.966, 0.251, -0.988], [-3.294, 2.765, -1.009], [-3.173, 3.049, 0.635], [-1.827, 2.834, -0.245], [-2.607, 0.917, 2.153], [-2.953, -1.806, -1.314]], "nbo_charge": [-0.770, 0.634, -0.601, -0.168, -0.592, -0.584, -0.611, 0.269, 0.239, 0.252, 0.231, 0.200, 0.214, 0.209, 0.217, 0.209, 0.217, 0.214, 0.210, -0.409, -0.140, -0.066, -0.149, 0.001, -0.094, -0.249, 0.223, 0.203, 0.224, 0.238, 0.229], "gap_ev": 9.992, "de_lowest_ev": 0.000, "e_homo_ha": -0.338}


{"formula": "C37H40As2N2O2Pt", "method": "ωB97M-V/def2-TZVPD", "species": ["Pt", "C", "C", "As", "C", "C", "C", "C", "C", "C", "C", "C", "C", "C", "C", "C", "As", "C", "C", "C", "C", "C", "C", "C", "C", "C", "C", "C", "C", "H", "H", "H", "H", "H", "H", "H", "H", "H", "H", "H", "H", "H", "H", "H", "H", "H", "H", "H", "H", "H", "H", "H", "H", "O", "C", "C", "C", "C", "C", "C", "N", "H", "H", "H", "H", "H", "H", "H", "H", "H", "H", "H", "O", "N", "C", "C", "C", "C", "C", "H", "H", "H", "H", "H"], "coordinates": [[0.245, 0.229, 0.503], [-2.414, 2.299, -0.616], [-1.998, 3.388, 0.378], [-0.159, 3.704, 1.031], [0.882, 3.469, -0.601], [1.686, 4.545, -0.974], [2.430, 4.503, -2.147], [2.380, 3.388, -2.969], [1.584, 2.304, -2.615], [0.848, 2.362, -1.443], [0.151, 2.084, 2.110], [1.456, 1.780, 2.516], [1.685, 1.025, 3.676], [0.629, 0.607, 4.452], [-0.680, 0.932, 4.084], [-0.912, 1.666, 2.942], [-2.070, 0.395, -0.226], [-3.733, -0.229, 0.521], [-4.348, 0.495, 1.539], [-5.538, 0.047, 2.095], [-6.113, -1.132, 1.642], [-5.498, -1.862, 0.634], [-4.307, -1.415, 0.075], [-2.209, -0.264, -2.047], [-3.274, 0.128, -2.858], [-3.346, -0.308, -4.171], [-2.358, -1.143, -4.681], [-1.302, -1.540, -3.876], [-1.226, -1.099, -2.558], [-1.928, 2.454, -1.579], [-3.491, 2.381, -0.785], [-2.609, 3.359, 1.283], [-2.239, 4.348, -0.087], [1.738, 5.424, -0.342], [3.049, 5.348, -2.421], [2.952, 3.368, -3.888], [1.524, 1.426, -3.247], [0.203, 1.511, -1.199], [2.298, 2.157, 1.945], [2.699, 0.796, 3.971], [0.808, 0.041, 5.357], [-1.513, 0.623, 4.703], [-1.933, 1.914, 2.683], [-3.915, 1.421, 1.899], [-6.017, 0.619, 2.879], [-7.044, -1.479, 2.070], [-5.950, -2.777, 0.274], [-3.840, -1.985, -0.720], [-4.057, 0.767, -2.468], [-4.173, 0.003, -4.797], [-2.415, -1.483, -5.706], [-0.532, -2.190, -4.270], [-0.387, -1.388, -1.932], [2.156, -0.448, -0.663], [3.281, 0.039, -0.728], [4.165, -0.177, -1.917], [5.285, -1.146, -1.445], [4.932, -2.039, -0.236], [5.077, -1.388, 1.151], [4.029, -0.330, 1.495], [3.886, 0.612, 0.362], [4.592, 0.771, -2.251], [3.570, -0.591, -2.728], [6.183, -0.571, -1.203], [5.553, -1.783, -2.287], [5.592, -2.907, -0.264], [3.917, -2.433, -0.358], [6.072, -0.933, 1.214], [5.054, -2.165, 1.919], [4.328, 0.238, 2.374], [3.049, -0.763, 1.693], [4.780, 1.023, 0.121], [0.604, -1.481, 1.832], [-0.169, -2.502, 1.485], [-1.464, -2.487, 1.845], [-2.290, -3.532, 1.491], [-1.770, -4.595, 0.768], [-0.429, -4.587, 0.418], [0.362, -3.517, 0.788], [-1.764, -1.611, 2.402], [-3.328, -3.494, 1.787], [-2.403, -5.423, 0.480], [0.019, -5.394, -0.143], [1.410, -3.401, 0.558]], "mulliken_spin": [0.771, -0.017, 0.005, 0.002, -0.040, 0.000, 0.003, 0.001, 0.015, 0.090, -0.046, 0.020, -0.003, -0.002, -0.009, 0.021, -0.043, -0.010, 0.004, -0.001, 0.003, -0.001, 0.003, -0.010, 0.001, 0.001, 0.000, 0.001, 0.006, 0.003, 0.002, 0.001, 0.000, 0.000, 0.000, 0.000, 0.002, 0.055, -0.001, 0.000, 0.000, 0.000, 0.005, 0.002, 0.000, 0.000, 0.000, 0.001, 0.001, 0.000, 0.000, 0.000, 0.012, 0.027, 0.010, 0.002, 0.000, 0.000, 0.000, -0.005, -0.001, 0.000, 0.000, 0.000, 0.000, 0.000, 0.000, 0.000, 0.000, 0.001, 0.003, 0.000, 0.103, -0.025, 0.017, -0.004, 0.018, -0.009, 0.016, -0.003, 0.000, 0.001, 0.000, 0.004], "gap_ev": [7.457, 6.818], "spin_multiplicity": 2, "de_lowest_ev": 1.395, "e_homo_ha": [-0.363, -0.359], "total_charge": 1}